Here is an isolated molecule of C2H7NSi in a non-equilibrium geometry from OMol25. Energies are from ωB97M-V with the def2-TZVPD basis set.

Positions of all 11 atoms, in Å:
C1 -2.522223 0.009959 -0.164747
N1 -1.320006 -0.036933 -0.704511
Si1 0.142825 -0.597731 0.088054
C2 1.738249 0.400836 -0.253954
H1 -3.243741 0.029584 -0.929043
H2 -2.595640 -0.181625 0.876464
H3 0.191175 -1.940412 -0.546339
H4 -0.179690 -0.623469 1.507792
H5 2.395312 0.715645 0.563056
H6 2.314331 0.049738 -1.112311
H7 1.594442 1.458343 -0.604812

Forces on atoms 1 to 2 (eV/Å):
5.404 -0.804 -2.187
-2.243 0.479 0.863

Calculated values
Relative energy (zero: lowest compared OMol25 entry of this formula, charge and spin), kcal/mol: 10.4
Frontier orbital gap, eV: 10.1
Charge: 0
E_HOMO, eV: -9.23
E, a.u.: -424.60343
Structure (SMILES): C=N[SiH2]C

List of Mulliken charges in e, atom by atom: atom 1 (C): -0.292, atom 2 (N): -0.372, atom 3 (Si): 0.486, atom 4 (C): -1.103, atom 5 (H): 0.269, atom 6 (H): 0.278, atom 7 (H): -0.108, atom 8 (H): -0.171, atom 9 (H): 0.353, atom 10 (H): 0.325, atom 11 (H): 0.335